(1)
Formula: C3H7Ag2ClNO
Source: the OMol25 dataset
Level of theory: ωB97M-V with the def2-TZVPD basis set

- ΔE to the lowest compared entry with this formula, charge and spin (kJ/mol) = 367.22
- calculated total energy (eV) = -27270.8813
- LUMO energy (hartree) = -0.20114
- HOMO (eV) = -12.9

Geometry as ORCA input:
```
! wB97M-V def2-TZVPD RIJCOSX def2/J DEFGRID3
* xyz 1 1
Ag -2.1886 1.1883 0.7750
Ag 0.2688 2.8035 1.1241
Cl -0.7121 1.3719 2.4243
C -0.4924 -1.4630 -1.3113
C -0.7725 -0.5649 -0.1232
O -1.8372 -0.4730 0.3088
N 0.0815 0.1773 0.4279
C 1.5076 0.3325 0.0542
H -0.4502 -2.4942 -0.9607
H 0.4707 -1.2808 -1.7881
H -1.2583 -1.3494 -2.0785
H -0.3061 0.5816 1.2684
H 2.0659 -0.5373 0.4004
H 1.8866 1.2597 0.4842
H 1.7361 0.4480 -1.0053
*
```

(2)
Formula: C5H7N3S
Source: the OMol25 dataset
Level of theory: ωB97M-V with the def2-TZVPD basis set

- ΔE to the lowest compared entry with this formula, charge and spin (kJ/mol) = 176.44
- calculated total energy (eV) = -20597.6661
- LUMO energy (spin up / spin down) (hartree) = 0.03020 / -0.11316
- HOMO (spin up / spin down) (eV) = -5.2 / -9.2

Geometry as ORCA input:
```
! wB97M-V def2-TZVPD RIJCOSX def2/J DEFGRID3
* xyz 0 3
C 1.1868 0.9734 0.0595
C 0.8381 0.7907 -1.3685
C -0.0105 0.7124 0.7189
C 3.4365 -1.2955 0.3597
C -2.3296 0.0935 0.0121
N -0.4384 0.4724 -1.4841
N -0.9311 0.3868 -0.2738
N 3.0344 -1.5959 -0.7213
S 4.1411 -0.9402 1.7010
H 2.2145 1.1684 0.3398
H 1.4706 0.8614 -2.2356
H -2.7064 -0.6343 -0.8519
H -2.3739 -0.5318 1.0179
H -2.9146 0.8947 0.1394
H -0.4697 0.7845 1.6965
H 2.2923 -1.6670 -1.3693
*
```

(3)
Formula: C20H32Cl5IrN5OPSSi
Source: the OMol25 dataset
Level of theory: ωB97M-V with the def2-TZVPD basis set

- ΔE to the lowest compared entry with this formula, charge and spin (kJ/mol) = 128.57
- calculated total energy (eV) = -124213.4306
- LUMO energy (hartree) = 0.00290
- HOMO (eV) = -7.0

Geometry as ORCA input:
```
! wB97M-V def2-TZVPD RIJCOSX def2/J DEFGRID3
* xyz 0 1
Ir -0.0693 -0.3420 -1.2053
Cl -3.4891 -0.9132 0.0527
C -3.0346 0.6914 -0.4621
C -1.6774 0.9983 -0.5898
C -1.3874 2.3545 -0.6334
Cl 0.2776 2.8577 -0.5536
C -2.3672 3.3439 -0.7309
Cl -1.9339 5.0073 -0.8322
C -3.7074 2.9778 -0.7474
Cl -4.9345 4.1713 -0.9270
C -4.0491 1.6368 -0.5772
Cl -5.7108 1.1837 -0.5007
C -0.7851 -2.9298 0.9217
Si 0.0140 -2.6063 -0.7514
C -0.7810 -3.8202 -1.9413
C 1.8388 -3.0699 -0.6992
H -0.4927 -3.9188 1.2921
H -1.8702 -2.9128 0.8279
H -0.5053 -2.1815 1.6650
H -0.6311 -4.8212 -1.5239
H -0.3160 -3.7968 -2.9295
H -1.8549 -3.6710 -2.0519
H 1.9698 -4.1072 -0.3735
H 2.3910 -2.4159 -0.0228
H 2.2759 -2.9642 -1.6942
C 2.0821 -2.2016 2.9637
N 2.6581 -0.9250 2.5538
C 4.0720 -1.0208 2.2161
P 1.6916 0.2164 1.8483
O 1.1247 -0.1596 0.5208
N 0.5383 0.4818 2.9821
C 0.7511 0.3702 4.4162
C -0.8436 0.7566 2.6009
N 2.6364 1.5472 1.6399
C 2.9614 2.4489 2.7264
C 3.3463 1.8019 0.3954
H 2.6075 -2.5664 3.8497
H 2.1620 -2.9542 2.1749
H 1.0304 -2.0819 3.2151
H 4.6143 -1.4285 3.0718
H 4.4785 -0.0381 1.9922
H 4.2450 -1.6789 1.3578
H 1.8086 0.2701 4.6455
H 0.2228 -0.4988 4.8217
H 0.3660 1.2618 4.9189
H -0.9794 0.6034 1.5336
H -1.1219 1.7849 2.8494
H -1.5111 0.0744 3.1343
H 2.2453 2.3465 3.5385
H 2.9118 3.4797 2.3680
H 3.9689 2.2733 3.1224
H 3.0294 1.0993 -0.3705
H 4.4303 1.7157 0.5324
H 3.1289 2.8112 0.0392
C -2.9729 -1.4930 -3.2821
C -1.9806 -0.4987 -3.7762
C -2.1765 0.1882 -4.9689
C -1.1549 0.9951 -5.4399
N 0.0317 1.0865 -4.8445
C 0.1575 0.3981 -3.7241
S 1.6069 0.2766 -2.7856
N -0.8297 -0.3249 -3.1219
H -3.9501 -1.3119 -3.7253
H -3.0514 -1.4838 -2.1974
H -2.6346 -2.4849 -3.5878
H -3.1074 0.0855 -5.5067
H -1.2834 1.5801 -6.3440
*
```

Short version: max |F| = 12.49, 6.53, 1.65 eV Å⁻¹, in the order given.